{"formula": "C12H17BrI2N3O2RhS", "method": "ωB97M-V with the def2-TZVPD basis set", "charge": 2, "energy_ha": -4459.87794, "e_above_lowest_ev": 0.3016, "lumo_energy_ev": -8.1, "homo_energy_ev": -15.672, "gap_ev": 7.6, "symbols": ["Rh", "C", "C", "N", "C", "C", "S", "C", "C", "N", "H", "H", "H", "H", "H", "H", "H", "H", "H", "H", "H", "H", "H", "H", "Br", "C", "C", "C", "C", "C", "N", "C", "O", "O", "H", "H", "H", "I", "I"], "positions_angstrom": [[0.12, -0.19, -0.37], [1.56, 2.41, -0.64], [2.45, 1.33, -1.22], [2.13, 0.04, -0.56], [2.81, -0.29, 0.73], [2.18, 0.40, 1.92], [0.35, 0.27, 1.83], [-0.16, 2.04, 1.91], [-0.52, 2.66, 0.56], [0.14, 1.95, -0.56], [1.88, 2.67, 0.36], [1.63, 3.32, -1.24], [2.27, 1.20, -2.28], [3.51, 1.59, -1.09], [2.38, -0.72, -1.20], [2.73, -1.37, 0.83], [3.87, -0.03, 0.66], [2.49, -0.10, 2.84], [2.44, 1.45, 2.01], [-1.02, 2.06, 2.59], [0.66, 2.55, 2.41], [-1.59, 2.61, 0.40], [-0.23, 3.72, 0.56], [-0.33, 2.22, -1.42], [-3.45, 1.06, 0.52], [-3.10, -0.75, 0.15], [-4.20, -1.59, 0.16], [-4.01, -2.94, -0.09], [-2.72, -3.39, -0.33], [-1.69, -2.48, -0.33], [-1.85, -1.15, -0.11], [-0.29, -2.99, -0.56], [-0.07, -4.13, -0.84], [0.65, -2.08, -0.34], [-5.18, -1.19, 0.38], [-4.85, -3.62, -0.09], [-2.48, -4.42, -0.52], [-0.38, -0.51, -3.09], [1.86, -1.64, -3.95]]}